This record from the Open Molecules 2025 dataset describes the molecule C3H8OS at a distorted geometry. The level of theory is ωB97M-V with the def2-TZVPD basis set.

Computed properties:
**Net charge**: 0
**Highest occupied orbital energy**: -0.3262 Eh
**Orbital gap**: 9.667 eV
**SMILES**: C[C@H](S)CO
**E_LUMO**: 0.791 eV

Each line ends with the Mulliken charge.
Atoms and positions in Å:
C (2.022141, -0.657697, 0.142839)  -0.84
C (0.509717, -0.338510, -0.419134)  -0.06
S (-0.041680, 1.409088, -0.026827)  -0.24
C (-0.591541, -1.185676, 0.158298)  -0.73
O (-1.890964, -0.588851, -0.108488)  -0.49
H (1.897071, -1.739099, -0.058501)  0.27
H (2.743129, -0.113162, -0.552794)  0.29
H (2.027485, -0.378876, 1.235095)  0.27
H (0.509804, -0.321289, -1.468816)  0.41
H (-0.124197, 1.206158, 1.306301)  0.09
H (-0.569633, -2.147030, -0.358097)  0.37
H (-0.310024, -1.297174, 1.242348)  0.32
H (-2.020949, 0.047172, 0.659588)  0.33

Force components x, y, z for each atom (eV/Å):
C -3.12 0.54 -1.42
C 1.35 2.41 2.21
S 1.02 0.14 0.11
C -0.12 -0.06 -0.02
O 0.65 -0.33 2.29
H 1.45 0.19 0.54
H -0.76 -0.95 1.38
H 0.45 -0.42 -1.30
H 0.03 -0.25 -1.51
H 0.15 0.11 -0.16
H -0.23 -0.19 0.35
H -0.87 -0.17 -0.71
H 0.00 -1.03 -1.75



This record from the Open Molecules 2025 dataset describes the molecule C3HNOS at a distorted geometry. The level of theory is ωB97M-V with the def2-TZVPD basis set.

Computed properties:
**Net charge**: 0
**Highest occupied orbital energy**: -0.3726 Eh
**Orbital gap**: 7.782 eV
**SMILES**: N#CC(=O)C=S
**E_LUMO**: -2.357 eV

Each line ends with the Mulliken charge.
Atoms and positions in Å:
N (-1.521643, 1.990551, 0.643359)  -0.29
C (-1.038116, 0.947224, 0.558701)  0.08
C (-0.523977, -0.465076, 0.562108)  0.70
O (-1.147248, -1.298707, 1.206838)  -0.43
C (0.670091, -0.859564, -0.242977)  -0.19
S (1.522029, 0.041165, -1.214218)  -0.17
H (0.829029, -1.938343, 0.002282)  0.31

Force components x, y, z for each atom (eV/Å):
N 0.37 -0.62 -0.13
C 0.12 -0.08 0.04
C -1.66 -0.32 0.87
O 1.10 1.26 -0.96
C -0.50 -1.48 1.13
S 0.29 0.50 -0.42
H 0.26 0.74 -0.53



This record from the Open Molecules 2025 dataset describes a structure of composition C11H21CeCl4O4P2 at a distorted geometry. The level of theory is ωB97M-V with the def2-TZVPD basis set.

Computed properties:
**Multiplicity**: 2
**Net charge**: +2
**Highest occupied orbital energy (spin up / spin down)**: -0.5777 / -0.5777 Eh
**Orbital gap (spin up / spin down)**: 7.870 / 7.933 eV
**E_LUMO (spin up / spin down)**: -7.849 / -7.786 eV

Each line ends with the Mulliken charge.
Atoms and positions in Å:
C (0.426014, -0.042390, -5.408948)  -1.05
C (0.536506, 0.136296, -3.916500)  0.89
H (1.449271, -0.031841, -5.821579)  0.35
H (-0.144276, 0.777622, -5.898236)  0.33
H (-0.053237, -0.998866, -5.679317)  0.35
O (1.533896, 0.386572, -3.273934)  -0.38
Cl (-1.100589, -0.073706, -2.945840)  -0.24
Ce (-0.841447, 0.007447, -0.112731)  0.81
P (0.204579, 2.612693, 0.032522)  0.77
C (1.374190, 3.798615, 0.761833)  -1.19
C (0.161122, 3.300116, -1.648136)  -1.26
H (0.010385, 4.389008, -1.531971)  0.45
H (-1.387544, 4.328768, 0.524988)  0.45
H (-0.626055, 2.866914, -2.275195)  0.32
H (-2.277834, 2.771172, 0.366366)  0.40
H (2.390073, 3.638917, 0.356430)  0.40
H (1.128072, 3.120640, -2.136416)  0.38
C (-1.365451, 3.250159, 0.760993)  -1.19
H (1.035659, 4.822073, 0.505607)  0.43
H (-1.369862, 3.119445, 1.857833)  0.22
H (1.376503, 3.675999, 1.860562)  0.39
P (0.352895, -2.534768, 0.327381)  0.78
C (1.624305, -3.379550, 1.321006)  -1.21
C (-1.111842, -3.307070, 1.152546)  -1.31
H (-0.283434, -3.217152, -1.938197)  0.35
H (0.349781, -4.564291, -0.921476)  0.43
H (1.483289, -3.368412, -1.630313)  0.37
C (0.477501, -3.503763, -1.202840)  -1.18
H (-2.080652, -2.982355, 0.747686)  0.39
H (-1.005619, -4.398245, 1.006414)  0.49
H (1.401416, -4.466251, 1.324721)  0.43
H (1.586223, -2.982271, 2.348381)  0.33
H (-1.110264, -3.091471, 2.237432)  0.35
H (2.622561, -3.211969, 0.877143)  0.41
C (1.479053, 0.128924, 0.373794)  0.30
O (2.479282, 0.196073, 0.977760)  -0.17
Cl (-1.049352, -0.435915, 5.846162)  -0.08
C (-1.859738, -0.057339, 4.319531)  0.74
Cl (-3.306556, -1.069623, 4.057714)  -0.10
Cl (-2.136547, 1.713889, 4.198943)  -0.12
C (-0.963636, -0.385941, 3.079572)  0.03
O (0.151821, -0.906870, 3.171746)  -0.53
O (-1.560471, -0.031270, 1.946572)  -0.33

Force components x, y, z for each atom (eV/Å):
C -0.29 -0.03 -0.31
C 4.10 0.87 0.85
H -0.38 0.03 0.40
H 0.17 -0.44 0.58
H 0.05 0.40 0.30
O -3.75 -0.84 -1.53
Cl -0.11 -0.07 -0.93
Ce -1.79 -0.22 0.72
P -0.42 1.90 0.14
C 0.56 -0.26 0.55
C 0.01 0.09 -0.41
H -0.02 -0.48 -0.27
H -0.24 -0.43 0.10
H 0.06 0.20 0.09
H 0.22 0.21 0.04
H -0.44 0.10 0.30
H -0.20 0.08 0.09
C -0.03 0.07 0.16
H 0.12 -0.58 0.12
H 0.07 0.00 -0.49
H 0.18 0.13 -0.50
P -0.20 -1.85 0.85
C 0.58 0.43 0.20
C -0.19 0.04 0.11
H 0.17 -0.18 0.04
H 0.04 0.41 -0.30
H -0.37 -0.05 0.02
C 0.07 -0.14 -0.31
H 0.14 -0.15 0.02
H -0.20 0.49 0.07
H 0.07 0.65 -0.05
H 0.16 -0.20 -0.38
H 0.11 -0.03 -0.56
H -0.39 -0.11 0.35
C 6.39 0.21 3.46
O -4.35 -0.28 -2.90
Cl -0.46 0.10 -0.68
C 0.81 -0.21 -0.38
Cl 0.12 0.51 0.41
Cl -0.35 -0.48 0.31
C 1.36 -0.56 0.69
O -2.21 1.03 -0.67
O 0.82 -0.33 -0.29



This record from the Open Molecules 2025 dataset describes a structure of composition C4H7NO2 at a distorted geometry. The level of theory is ωB97M-V with the def2-TZVPD basis set.

Computed properties:
**Net charge**: 0
**Highest occupied orbital energy**: -0.3464 Eh
**Orbital gap**: 10.188 eV
**E_LUMO**: 0.763 eV

Each line ends with the Mulliken charge.
Atoms and positions in Å:
C (-0.692356, -1.443511, -0.035985)  -0.92
C (-0.476285, 0.493313, 0.155137)  0.03
N (-0.943660, 1.603220, 0.619057)  -0.41
O (-2.049668, 1.590719, 1.459156)  -0.37
C (0.710589, 0.645888, -0.721145)  0.10
C (1.842198, -0.171832, -0.290000)  -0.30
O (0.972826, -0.610618, -1.311165)  -0.40
H (-1.650196, -1.431485, -0.528453)  0.37
H (-0.090371, -2.214671, -0.600803)  0.30
H (-0.664329, -1.747623, 0.992684)  0.37
H (-2.235373, 2.531951, 1.627457)  0.37
H (0.812015, 1.464871, -1.421817)  0.38
H (2.837414, -0.037112, -0.681530)  0.28
H (1.755481, -0.630250, 0.702570)  0.21

Force components x, y, z for each atom (eV/Å):
C -0.96 0.92 0.97
C 0.02 -0.73 -0.53
N 0.29 -1.65 -0.49
O -0.12 -0.28 0.04
C 0.12 -0.05 -0.41
C 0.54 -0.02 -0.02
O 1.10 0.31 -1.15
H -0.61 -0.13 0.50
H -0.16 1.76 0.60
H -0.84 -0.11 0.49
H 0.32 -0.53 -0.23
H 0.01 0.27 0.35
H 0.27 0.41 0.31
H 0.01 -0.16 -0.42



This record from the Open Molecules 2025 dataset describes the ion C5H11FN with charge +1 at a distorted geometry. The level of theory is ωB97M-V with the def2-TZVPD basis set.

Computed properties:
**Net charge**: +1
**Highest occupied orbital energy**: -0.5349 Eh
**Orbital gap**: 11.114 eV
**SMILES**: C=C[C@@](C)(F)C[NH3+]
**E_LUMO**: -3.440 eV

Each line ends with the Mulliken charge.
Atoms and positions in Å:
C (0.457274, -2.127223, 0.221209)  -0.57
C (-0.201630, -1.173814, -0.436926)  -1.00
C (-0.603413, 0.247231, 0.198338)  1.63
C (-2.036053, 0.518819, -0.095268)  -1.54
F (-0.476284, 0.143348, 1.542249)  -0.33
C (0.427946, 1.319463, -0.171836)  -0.84
N (1.744008, 0.680151, 0.227430)  -0.39
H (0.902400, -2.937821, -0.312513)  0.35
H (0.389569, -2.067112, 1.345742)  0.25
H (-0.382158, -1.539571, -1.433929)  0.32
H (-2.404587, 1.408058, 0.530824)  0.37
H (-2.679550, -0.395268, 0.032652)  0.37
H (-2.333372, 0.849819, -1.122881)  0.37
H (0.512912, 2.357569, 0.001712)  0.47
H (0.501401, 1.395409, -1.309075)  0.35
H (1.642221, -0.345686, -0.196562)  0.44
H (2.008434, 0.533405, 1.242048)  0.36
H (2.530876, 1.133231, -0.263211)  0.39

Force components x, y, z for each atom (eV/Å):
C -0.93 1.16 2.37
C 0.70 0.61 0.32
C -0.65 -1.25 -1.52
C -2.65 1.57 -0.46
F 0.24 -0.52 1.66
C 1.46 -1.75 -3.16
N 1.13 -1.83 -0.83
H -0.20 -0.76 0.08
H 1.01 -0.29 -1.17
H -0.33 1.36 -0.87
H 0.44 -1.55 -0.51
H 0.76 0.95 0.46
H 1.01 -0.34 0.48
H -1.07 1.04 1.65
H -0.13 -0.68 1.15
H 0.38 1.81 1.08
H -0.88 0.63 -1.20
H -0.29 -0.17 0.46



Repeat the first record exactly.
This record from the Open Molecules 2025 dataset describes the molecule C3H8OS at a distorted geometry. The level of theory is ωB97M-V with the def2-TZVPD basis set.

Computed properties:
**Net charge**: 0
**Highest occupied orbital energy**: -0.3262 Eh
**Orbital gap**: 9.667 eV
**SMILES**: C[C@H](S)CO
**E_LUMO**: 0.791 eV

Each line ends with the Mulliken charge.
Atoms and positions in Å:
C (2.022141, -0.657697, 0.142839)  -0.84
C (0.509717, -0.338510, -0.419134)  -0.06
S (-0.041680, 1.409088, -0.026827)  -0.24
C (-0.591541, -1.185676, 0.158298)  -0.73
O (-1.890964, -0.588851, -0.108488)  -0.49
H (1.897071, -1.739099, -0.058501)  0.27
H (2.743129, -0.113162, -0.552794)  0.29
H (2.027485, -0.378876, 1.235095)  0.27
H (0.509804, -0.321289, -1.468816)  0.41
H (-0.124197, 1.206158, 1.306301)  0.09
H (-0.569633, -2.147030, -0.358097)  0.37
H (-0.310024, -1.297174, 1.242348)  0.32
H (-2.020949, 0.047172, 0.659588)  0.33

Force components x, y, z for each atom (eV/Å):
C -3.12 0.54 -1.42
C 1.35 2.41 2.21
S 1.02 0.14 0.11
C -0.12 -0.06 -0.02
O 0.65 -0.33 2.29
H 1.45 0.19 0.54
H -0.76 -0.95 1.38
H 0.45 -0.42 -1.30
H 0.03 -0.25 -1.51
H 0.15 0.11 -0.16
H -0.23 -0.19 0.35
H -0.87 -0.17 -0.71
H 0.00 -1.03 -1.75



- Among the records above, which one has the highest net charge?
  C11H21CeCl4O4P2



- The highest net charge belongs to which entry?
  C11H21CeCl4O4P2



- net charge of number 3 (C11H21CeCl4O4P2)?
  +2